Record 1
{
  "formula": "C29H41ClI2NO15P3",
  "method": "the ωB97M-V functional and the def2-TZVPD basis",
  "e_lumo_ev": -2.7,
  "orbital_gap_ev": 6.46,
  "smiles": "CCCC1=C(P(=O)(O)O)C(=O)c2c(c(/C(I)=C(\\C)I)c(CON=O)c(P(=O)(O)O)c2P(O)Cl)C1=O.CC(C)=O.CC(C)=O.CC(C)=O.CC(C)=O",
  "max_force_ev_per_a": 8.6,
  "homo_ev": -9.2,
  "symbols": ["C", "C", "C", "C", "C", "P", "O", "O", "O", "C", "O", "C", "C", "C", "C", "I", "C", "C", "I", "C", "C", "O", "N", "O", "C", "P", "O", "O", "O", "C", "P", "O", "Cl", "C", "O", "H", "H", "H", "H", "H", "H", "H", "H", "H", "H", "H", "H", "H", "H", "H", "H", "H", "C", "C", "C", "O", "H", "H", "H", "H", "H", "H", "C", "C", "C", "O", "H", "H", "H", "H", "H", "H", "C", "C", "C", "O", "H", "H", "H", "H", "H", "H", "C", "C", "C", "O", "H", "H", "H", "H", "H", "H"],
  "positions_angstrom": [[3.088, 3.913, 1.702], [1.889, 2.914, 1.206], [1.906, 2.868, -0.464], [0.349, 3.011, -0.945], [-0.457, 1.808, -1.395], [0.210, 0.023, -1.494], [0.446, -0.666, -0.064], [1.738, -0.112, -2.371], [-0.913, -1.051, -2.355], [-2.056, 2.057, -1.812], [-2.589, 1.445, -2.878], [-2.882, 3.150, -0.852], [-1.969, 4.456, -0.406], [-2.687, 5.593, 0.525], [-1.692, 6.843, 1.004], [-0.670, 6.475, 2.955], [-1.514, 8.091, 0.206], [-2.336, 8.187, -1.240], [-0.210, 9.670, 1.008], [-4.298, 5.478, 0.965], [-4.840, 6.717, 1.880], [-4.559, 6.488, 3.338], [-5.321, 5.493, 3.820], [-4.590, 4.943, 4.663], [-5.212, 4.153, 0.498], [-7.054, 3.989, 0.944], [-7.797, 5.291, 1.423], [-7.388, 2.793, 2.216], [-7.879, 3.574, -0.578], [-4.479, 2.939, -0.398], [-5.298, 1.325, -0.970], [-6.694, 0.863, -0.007], [-4.033, -0.403, -0.604], [-0.367, 4.522, -0.886], [0.274, 5.638, -1.231], [2.957, 4.975, 1.178], [3.048, 4.120, 2.859], [4.161, 3.469, 1.426], [0.821, 3.213, 1.612], [2.143, 1.844, 1.612], [2.476, 3.826, -0.830], [2.403, 1.853, -0.764], [2.059, 0.809, -2.644], [-0.864, -0.797, -3.342], [-2.318, 9.301, -1.655], [-3.435, 7.754, -1.169], [-1.727, 7.532, -2.028], [-5.953, 7.028, 1.733], [-4.229, 7.717, 1.637], [-8.364, 2.880, 2.507], [-7.416, 4.149, -1.283], [-6.304, 0.767, 0.933], [6.336, -0.298, 1.609], [5.018, 0.127, 1.020], [4.256, -0.893, 0.216], [4.579, 1.263, 1.190], [6.773, 0.540, 2.163], [6.184, -1.132, 2.299], [7.024, -0.585, 0.810], [4.011, -1.753, 0.844], [4.852, -1.207, -0.645], [3.324, -0.446, -0.146], [0.780, -6.285, -0.438], [1.325, -4.897, -0.232], [0.364, -3.837, 0.238], [2.509, -4.638, -0.441], [1.586, -6.944, -0.778], [0.386, -6.673, 0.505], [-0.003, -6.268, -1.200], [-0.049, -4.116, 1.211], [-0.438, -3.711, -0.493], [0.896, -2.886, 0.343], [-1.405, -9.464, -3.909], [-0.018, -9.132, -3.427], [0.995, -8.719, -4.461], [0.276, -9.196, -2.235], [-2.028, -9.746, -3.054], [-1.849, -8.591, -4.393], [-1.365, -10.306, -4.605], [0.658, -7.813, -4.970], [1.142, -9.528, -5.181], [1.951, -8.510, -3.969], [5.580, -5.763, 3.545], [5.402, -5.149, 2.182], [4.799, -6.013, 1.106], [5.736, -3.987, 1.956], [6.025, -5.024, 4.220], [4.609, -6.063, 3.947], [6.248, -6.625, 3.480], [3.794, -6.324, 1.399], [5.433, -6.886, 0.932], [4.731, -5.439, 0.176]]
}

Record 2
{
  "formula": "C6H12O2Si",
  "method": "the ωB97M-V functional and the def2-TZVPD basis",
  "e_lumo_ev": 0.0,
  "orbital_gap_ev": 8.91,
  "smiles": "CC(C)(C)[SiH](C=O)C=O",
  "max_force_ev_per_a": 5.0,
  "homo_ev": -8.9,
  "e_above_lowest_ev": 3.636,
  "symbols": ["C", "C", "C", "C", "Si", "C", "O", "C", "O", "H", "H", "H", "H", "H", "H", "H", "H", "H", "H", "H", "H"],
  "positions_angstrom": [[-0.297, -0.474, 1.585], [-0.247, 0.024, 0.066], [-0.889, 1.360, -0.174], [-1.113, -1.083, -0.631], [1.493, 0.010, -0.745], [2.691, 1.484, 0.054], [3.750, 1.778, -0.375], [2.541, -1.698, -0.479], [2.289, -2.274, 0.580], [-1.359, -0.350, 1.831], [0.034, -1.505, 1.681], [0.273, 0.132, 2.153], [-0.980, 1.601, -1.267], [-0.144, 2.187, 0.198], [-1.857, 1.500, 0.453], [-2.086, -1.153, -0.200], [-1.321, -0.927, -1.635], [-0.713, -2.106, -0.425], [1.515, 0.579, -2.086], [2.318, 2.039, 1.041], [3.368, -1.967, -1.025]]
}